Formula: C40H43F19O26
Source: the OMol25 dataset
Level of theory: the ωB97M-V functional and the def2-TZVPD basis

Summary:
E: -147045.9980 eV
total charge: 0
structure (SMILES): O=C1OC[C@@H](F)O1.O=C1OC[C@@H](F)O1.O=C1OC[C@@H](F)O1.O=C1OC[C@@H](F)O1.O=C1OC[C@@H](F)O1.O=C1OC[C@@H](F)O1.CCOC(=O)C(F)(F)F.CCOC(=O)C(F)(F)F.CCOC(=O)C(F)(F)F.CCOC(=O)C(F)(F)F.Fc1ccccc1
HOMO-LUMO gap: 9.950 eV

Each line ends with the Löwdin charge.
Atoms and positions in Å:
O 0.86376 -4.74361 0.99141  0.201
C 1.17176 -4.56770 2.10780  -0.509
O 0.82629 -5.37601 3.12722  0.091
C 1.35591 -4.89991 4.34982  -0.050
C 2.28316 -3.79210 3.93394  -0.298
F 3.60282 -4.17680 4.06978  0.052
O 2.02830 -3.57365 2.57891  0.094
H 0.50335 -4.60254 5.01647  0.158
H 1.91010 -5.70917 4.84470  0.150
H 2.14776 -2.84407 4.44955  0.160
O 1.68553 2.06757 -2.26948  0.145
C 1.61868 0.94377 -2.71473  -0.519
O 1.09526 -0.10437 -2.06937  0.087
C 1.37582 -1.29244 -2.85837  -0.037
C 1.89893 -0.80313 -4.11814  -0.282
F 0.88428 -0.79241 -5.02894  0.074
O 2.21767 0.55444 -3.85447  0.156
H 2.07880 -1.79742 -2.19745  0.140
H 0.43249 -1.85155 -2.95387  0.127
H 2.75450 -1.32215 -4.52521  0.177
O 4.29378 -0.75938 2.13219  0.213
C 4.66381 0.04940 1.40537  -0.551
O 5.63360 0.96344 1.68993  0.082
C 5.41995 2.01703 0.81734  -0.088
C 5.03242 1.24789 -0.47835  -0.281
F 6.13905 0.74216 -1.07849  0.078
O 4.36661 0.10904 0.04441  0.096
H 4.55913 2.67302 1.11124  0.133
H 6.26308 2.56146 0.70143  0.098
H 4.36791 1.75216 -1.17620  0.153
O 2.37853 -4.57467 -1.99062  0.180
C 3.03037 -4.83949 -1.04983  -0.544
O 3.57829 -3.92371 -0.25657  0.077
C 4.34432 -4.55985 0.81104  -0.022
C 4.04720 -6.00211 0.63492  -0.295
F 3.27793 -6.36334 1.75198  0.042
O 3.24702 -6.10959 -0.47876  0.112
H 5.39073 -4.20424 0.82871  0.156
H 3.84714 -4.19964 1.71606  0.106
H 4.82098 -6.76908 0.35868  0.188
O -3.70526 -3.62586 -2.81132  0.206
C -2.75712 -3.81614 -2.17656  -0.584
O -2.20509 -2.86477 -1.38002  0.033
C -1.18566 -3.46802 -0.57364  -0.041
C -1.32989 -4.97539 -0.93532  -0.222
F -2.22440 -5.63158 -0.02687  0.011
O -2.05358 -4.97209 -2.13272  0.137
H -0.25326 -3.03924 -0.91697  0.126
H -1.53706 -3.25056 0.38189  0.107
H -0.46505 -5.64230 -1.10869  0.169
O 4.48787 8.07959 -2.70346  0.175
C 4.39447 6.91972 -2.42606  -0.470
O 3.74586 5.96983 -3.17083  0.065
C 3.89010 4.70495 -2.58246  -0.055
C 4.66314 4.98665 -1.18301  -0.262
F 5.76493 4.14117 -1.15848  0.040
O 4.88217 6.35084 -1.23867  0.121
H 2.96705 4.16112 -2.50574  0.090
H 4.49959 4.08738 -3.28370  0.145
H 3.97205 4.76245 -0.40362  0.123
C 0.38173 -0.05463 1.48798  -0.021
C 1.32635 1.04248 1.09214  -0.151
O 0.57645 2.09348 0.42718  0.061
C 1.29261 3.16287 0.22018  -0.410
O 2.49081 3.29476 0.44683  0.106
C 0.37001 4.28765 -0.19017  -0.543
F 0.92788 5.09638 -1.06910  0.198
F -0.83411 3.93691 -0.59011  0.205
F 0.21949 4.97981 0.98718  0.135
H 0.91127 -0.96581 1.75309  0.089
H -0.29120 -0.33834 0.67797  0.079
H -0.27078 0.21424 2.24952  0.028
H 1.98733 0.70813 0.32184  0.100
H 1.92651 1.45124 1.89910  0.105
C -7.27343 -1.41417 -0.56320  -0.032
C -6.92650 0.07112 -0.32221  -0.167
O -5.51925 0.16790 -0.06428  0.017
C -5.04088 0.00074 1.15310  -0.399
O -5.61475 0.10743 2.19521  0.174
C -3.52954 -0.35343 1.07667  -0.557
F -3.51303 -1.68116 0.86784  0.165
F -2.86501 0.24831 0.10585  0.183
F -2.88241 -0.07666 2.19142  0.174
H -8.18759 -1.50807 -1.13116  0.082
H -7.46402 -1.90420 0.34378  0.064
H -6.55673 -1.84715 -1.19095  0.055
H -7.51224 0.47540 0.51217  0.131
H -7.12938 0.56229 -1.24641  0.107
C -3.31234 2.95817 3.62721  -0.049
C -2.56469 3.26390 2.39236  -0.198
O -3.50509 3.18364 1.28911  0.026
C -3.74918 4.36396 0.76234  -0.403
O -3.27390 5.44410 0.95302  0.164
C -4.88704 4.14224 -0.33965  -0.511
F -4.94093 5.25339 -0.98894  0.206
F -4.48619 3.15488 -1.20128  0.132
F -6.08967 3.83639 0.24658  0.137
H -3.55651 1.90847 3.70968  0.074
H -4.18145 3.55804 3.70556  0.081
H -2.72487 3.28874 4.49464  0.091
H -1.75679 2.60631 2.09801  0.114
H -2.31404 4.33555 2.40800  0.119
C -5.15614 -0.56156 -3.72576  -0.035
C -3.63843 -0.51058 -3.76308  -0.159
O -3.23218 -1.09282 -5.03253  0.054
C -2.16182 -1.82791 -5.10034  -0.401
O -1.35960 -1.94110 -4.21829  0.138
C -2.10081 -2.65212 -6.38186  -0.551
F -2.40347 -3.91394 -6.15312  0.198
F -2.97962 -2.22994 -7.28295  0.173
F -0.86610 -2.54274 -6.92190  0.156
H -5.50209 -1.64342 -3.84638  0.115
H -5.58546 0.15413 -4.46254  0.093
H -5.48548 -0.17785 -2.78452  0.037
H -3.26119 -1.09148 -2.93178  0.100
H -3.16386 0.41445 -3.76156  0.113
F 0.60239 -0.49318 4.66098  0.093
C 1.15812 0.67712 4.51889  -0.320
C 2.56303 0.79729 4.50798  -0.015
C 3.05815 2.04802 4.25631  -0.082
C 2.19102 3.16951 4.08874  -0.077
C 0.82458 3.00716 4.14777  -0.081
C 0.31247 1.74957 4.35118  -0.030
H 3.17757 -0.03255 4.70435  0.101
H 4.17254 2.08018 4.15477  0.126
H 2.73711 4.12134 3.92248  0.119
H 0.19834 3.83428 3.86728  0.105
H -0.74388 1.59784 4.34996  0.105



Formula: C40H43F3N7O14P2
Source: the OMol25 dataset
Level of theory: the ωB97M-V functional and the def2-TZVPD basis

Summary:
E: -107972.7056 eV
total charge: +1
HOMO-LUMO gap: 6.266 eV
ΔE to the lowest compared entry with this formula, charge and spin: 1026.59 kJ/mol

Each line ends with the Löwdin charge.
Atoms and positions in Å:
N 2.67642 1.55496 1.50804  -0.163
P 1.90202 2.75759 0.38308  0.959
O 2.75436 4.30870 0.54847  -0.329
C 2.06820 2.08405 -1.38281  -0.423
C 3.38667 2.54178 -2.26389  -0.084
C 4.81637 2.37207 -1.21149  -0.181
C 6.24060 1.82706 -2.04123  0.009
O 5.33964 0.91236 -1.01373  -0.223
C 1.85291 0.44349 -1.13849  0.050
N 0.81961 -0.20513 -1.77924  -0.179
P 0.49942 -1.96551 -1.52059  0.850
O 1.71282 -2.71487 -0.81755  -0.453
C 0.04975 0.73340 -2.67760  -0.113
C 0.79335 2.21832 -2.45815  -0.211
C -0.08053 3.57856 -2.52856  -0.087
C -1.12593 3.92432 -1.35316  -0.217
O -0.59123 4.81144 -0.26439  -0.086
C -1.95235 2.69362 -0.66725  -0.166
F -2.82091 3.34435 0.38865  0.000
F -1.14714 1.69982 0.07214  0.000
F -2.95380 2.07152 -1.61336  -0.012
H 1.93926 0.81868 1.71278  0.056
H 3.50289 1.10610 1.05668  0.025
H 2.80935 4.63961 -0.41704  0.059
H 3.61496 1.85930 -3.18732  0.119
H 3.36832 3.69781 -2.53127  0.138
H 4.96561 3.21644 -0.29546  0.168
H 6.14937 1.40446 -3.12840  0.110
H 7.25184 2.17495 -1.53771  0.124
H 2.47211 -0.24951 -0.42776  0.147
H 0.00592 -2.62995 -2.70630  0.051
H -0.60389 -2.00820 -0.55495  0.054
H 0.33825 0.44469 -3.79976  0.119
H -1.11480 0.69881 -2.72742  0.141
H 1.41424 2.26900 -3.48169  0.135
H 0.68775 4.48665 -2.62246  0.149
H -0.67281 3.58089 -3.56516  0.159
H -1.96872 4.61037 -1.85582  0.186
H 0.36245 5.03263 -0.53706  0.086
C 6.00328 -1.77676 -7.07750  -0.051
C 5.25070 -1.11979 -8.05226  -0.049
C 4.03413 -0.52423 -7.71367  0.010
C 3.58086 -0.58898 -6.38886  -0.147
C 4.33065 -1.25451 -5.40991  -0.008
C 5.54440 -1.84875 -5.76113  -0.055
N 2.31515 0.05705 -6.02128  -0.301
O 1.67161 0.61956 -6.91969  0.096
O 1.96470 0.00668 -4.83356  -0.014
H 6.95398 -2.23476 -7.34512  0.118
H 5.61428 -1.06921 -9.07637  0.118
H 3.45946 -0.01595 -8.48487  0.124
H 3.98836 -1.31663 -4.37902  0.112
H 6.13523 -2.36509 -5.00776  0.116
C -6.37791 2.36646 -2.81489  -0.075
C -7.40485 2.60349 -3.72997  -0.064
C -7.90759 3.89508 -3.89865  0.006
C -7.36895 4.94748 -3.14560  -0.139
C -6.34323 4.71104 -2.22069  0.001
C -5.85055 3.41462 -2.05869  -0.077
N -7.87567 6.31173 -3.33676  -0.325
O -8.79657 6.47701 -4.15060  0.071
O -7.35114 7.22031 -2.67692  0.064
H -5.98531 1.35864 -2.69093  0.105
H -7.81171 1.78116 -4.31459  0.111
H -8.70799 4.06335 -4.61587  0.122
H -5.91943 5.51766 -1.62614  0.118
H -5.05234 3.22136 -1.34542  0.075
C 2.67716 -5.27196 2.97514  -0.071
C 3.28320 -6.46492 3.37226  -0.054
C 3.95804 -7.25215 2.43725  0.010
C 4.02400 -6.83094 1.10196  -0.141
C 3.40991 -5.63762 0.69902  -0.003
C 2.73546 -4.86017 1.64261  -0.075
N 4.75366 -7.64125 0.11938  -0.326
O 5.26721 -8.69983 0.51100  0.070
O 4.81797 -7.21871 -1.04396  0.054
H 2.15693 -4.65867 3.70893  0.093
H 3.23216 -6.77991 4.41233  0.102
H 4.42516 -8.17912 2.76264  0.123
H 3.44909 -5.30131 -0.33495  0.111
H 2.25811 -3.93066 1.34031  0.078
C -5.96568 3.75339 2.90591  -0.068
C -5.51340 2.53685 2.39250  -0.073
C -5.52840 1.39145 3.19077  -0.002
C -6.00489 1.47517 4.50634  -0.143
C -6.45233 2.69681 5.02679  0.004
C -6.42986 3.83607 4.21980  -0.061
N -6.04701 0.26939 5.34227  -0.326
O -5.62470 -0.78837 4.85187  0.054
O -6.50604 0.37708 6.48845  0.068
H -5.95732 4.64259 2.27784  0.108
H -5.15170 2.48071 1.36801  0.086
H -5.17261 0.45092 2.77585  0.115
H -6.82007 2.77708 6.04761  0.122
H -6.77793 4.78844 4.61362  0.112
C -0.21797 -2.80137 7.46621  -0.072
C 0.91469 -2.95993 6.66616  -0.075
C 1.74254 -4.07110 6.83748  -0.013
C 1.42267 -5.02404 7.81439  -0.140
C 0.29043 -4.86341 8.62415  0.006
C -0.52835 -3.74658 8.44542  -0.060
N 2.27488 -6.20729 7.98214  -0.322
O 3.27795 -6.30372 7.25947  0.050
O 1.94055 -7.04374 8.83338  0.074
H -0.86354 -1.93619 7.32510  0.109
H 1.15078 -2.21820 5.90612  0.103
H 2.62152 -4.18023 6.20594  0.109
H 0.03313 -5.59271 9.38944  0.122
H -1.41121 -3.61444 9.06697  0.112



| no. | HOMO level (hartree) |
| --- | --- |
| 1 | -0.357 |
| 2 | -0.421 |